1.
This record from the OMol25 dataset describes a cluster of 3 separate species, C6H12N2 in total in a non-equilibrium geometry. The level of theory is wB97M-V/def2-TZVPD.

CARTESIAN COORDINATES (ANGSTROEM)
C  -0.6750  0.9369  -1.4309
C  -2.9736  0.2154  0.1481
C  1.8782  -1.7631  0.0555
N  -0.7938  -0.0675  -0.3748
C  -0.6037  0.0942  0.8485
C  1.5682  -0.3210  0.1567
C  2.3625  0.7293  0.1545
N  -0.7072  0.0430  2.0673
H  0.1596  -0.0065  2.5932
H  -1.4858  0.7862  -2.1417
H  0.2694  0.7730  -1.9474
H  -0.7204  1.9561  -1.0448
H  -3.0990  1.2728  0.3488
H  -3.1855  -0.4491  0.9753
H  -3.3124  -0.1206  -0.8233
H  2.9635  -1.9444  0.0263
H  1.4688  -2.3186  0.9043
H  1.4367  -2.1920  -0.8481
H  1.9965  1.7519  0.1996
H  3.4529  0.6241  0.1330

As for the energy above the lowest of the compared OMol25 structures with the same formula, charge and spin: 156.1 kcal/mol. As for the net charge: 0. The value obtained for the calculated total energy is -9390.0791 eV. The value obtained for the frontier orbital gap (alpha / beta) is 7.6 / 8.6 eV.



2.
This record from the OMol25 dataset describes a cluster of 2 separate species, C6H12N2 in total in a non-equilibrium geometry. The level of theory is wB97M-V/def2-TZVPD.

CARTESIAN COORDINATES (ANGSTROEM)
H  -2.6237  1.4732  0.6664
N  -1.6877  1.6777  0.3234
C  -1.2342  0.7879  -0.4892
C  -0.0413  1.0650  -1.3195
C  0.6626  2.1828  -1.1505
C  0.3466  -0.0088  -2.2941
H  -1.8761  -0.0029  -0.9029
H  1.5916  2.3540  -1.6719
H  0.2915  2.9657  -0.5098
H  0.4151  -0.9820  -1.8057
H  -0.4084  -0.1003  -3.0780
H  1.3112  0.2014  -2.7466
H  0.9079  -3.5393  2.8992
N  0.3570  -2.9159  2.3078
C  0.7914  -1.7539  2.1688
C  -0.1259  -0.5938  1.3199
H  1.7978  -1.3954  2.4285
H  -1.1131  -1.0462  1.3017
H  -0.0507  0.2740  1.9680
H  0.6886  -0.6432  0.5844

As for the SMILES: [H]/N=C/C(=C)C.[H]/N=C/C. As for the energy above the lowest of the compared OMol25 structures with the same formula, charge and spin: 73.1 kcal/mol. As for the net charge: 0. The value obtained for the calculated total energy is -9393.6804 eV. The value obtained for the frontier orbital gap is 9.7 eV.



3.
This record from the OMol25 dataset describes a cluster of 2 separate species, C6H12N2 in total in a non-equilibrium geometry. The level of theory is wB97M-V/def2-TZVPD.

CARTESIAN COORDINATES (ANGSTROEM)
C  1.6454  -1.6042  1.9642
C  0.4686  -0.8698  1.3955
C  -0.8592  -1.1557  1.6866
N  -1.6437  -0.0872  1.1680
C  -0.7211  0.7960  0.6179
N  0.5965  0.3973  0.7810
H  2.5017  -0.8395  2.0610
H  1.9975  -2.4816  1.4977
H  1.4773  -1.9692  2.9468
H  -1.0753  -2.0332  2.1936
H  -2.6900  0.2505  1.1308
H  -0.8460  1.5044  -0.1795
C  0.3634  1.7174  -2.7042
C  -0.0599  0.5459  -3.6351
H  0.2847  2.6933  -3.2421
H  -0.0804  1.4574  -1.7786
H  1.4496  1.6479  -2.5366
H  -0.6524  0.9488  -4.5585
H  -0.8042  0.0716  -3.0893
H  0.7450  0.0015  -4.0371

As for the SMILES: Cc1c[nH]cn1.CC. As for the energy above the lowest of the compared OMol25 structures with the same formula, charge and spin: 47.0 kcal/mol. As for the net charge: 0. The value obtained for the calculated total energy is -9394.8098 eV. The value obtained for the frontier orbital gap is 9.4 eV.



4.
This record from the OMol25 dataset describes an isolated molecule of C6H12N2 in a non-equilibrium geometry. The level of theory is wB97M-V/def2-TZVPD.

CARTESIAN COORDINATES (ANGSTROEM)
C  -3.1586  0.7744  -0.5998
N  -2.9179  0.3568  0.5594
C  -1.6093  0.6077  1.1161
C  -0.6984  -0.2813  0.7028
C  0.6919  -0.3968  1.3118
C  1.7194  -0.3512  0.1432
C  1.3177  0.6275  -1.0327
N  2.0033  -1.6814  -0.3936
H  -2.7437  1.5996  -1.1655
H  -4.0495  0.3521  -1.0878
H  -1.4953  1.4016  1.8422
H  -0.9604  -1.0804  -0.0103
H  0.8930  0.3923  2.0257
H  0.7009  -1.3460  1.8590
H  2.6425  0.1417  0.5278
H  1.8077  0.2164  -1.9359
H  1.7847  1.5993  -0.8647
H  0.2663  0.8746  -1.0807
H  2.6468  -1.6718  -1.1770
H  1.1589  -2.1352  -0.7401

As for the SMILES: C=N/C=C/C[C@H](C)N. As for the energy above the lowest of the compared OMol25 structures with the same formula, charge and spin: 52.2 kcal/mol. As for the net charge: 0. The value obtained for the calculated total energy is -9394.5842 eV. The value obtained for the frontier orbital gap is 9.8 eV.



5.
This record from the OMol25 dataset describes a structure of composition C6H12N2 in a non-equilibrium geometry. The level of theory is wB97M-V/def2-TZVPD.

CARTESIAN COORDINATES (ANGSTROEM)
C  -1.8781  0.6097  -0.1179
C  -0.5537  0.5677  0.4111
C  -0.4079  -0.6876  1.1851
C  0.1043  -0.7092  -1.1700
C  0.7168  0.4321  -0.3523
C  2.1079  -0.0155  0.2572
H  -2.0028  1.2755  -1.0398
H  -2.4243  1.0110  0.8629
H  -2.1594  -0.5030  -0.2687
H  0.4856  -1.0186  1.7484
H  -1.2407  -0.9123  1.9361
H  -1.3374  -1.7008  -0.4874
H  0.9180  -1.2015  -1.6960
H  -0.7997  -0.3245  -1.8753
H  3.1407  -0.2704  -0.6703
H  2.0706  -1.0971  0.7033
H  2.4412  0.8711  1.0890
H  0.9575  2.0767  0.3868
N  -0.3334  -1.6064  -0.1057
N  0.2499  1.6936  -0.1754

As for the energy above the lowest of the compared OMol25 structures with the same formula, charge and spin: 182.3 kcal/mol. As for the net charge: 0. The value obtained for the calculated total energy is -9388.9437 eV. The value obtained for the frontier orbital gap is 8.8 eV.



6.
This record from the OMol25 dataset describes an isolated molecule of C6H12N2 in a non-equilibrium geometry. The level of theory is wB97M-V/def2-TZVPD.

CARTESIAN COORDINATES (ANGSTROEM)
C  -0.8349  -2.0162  -0.6620
N  -1.4633  -1.2106  0.0567
N  -1.5122  0.1516  0.0599
C  -2.3879  0.9452  0.8618
C  -0.7295  0.9432  -0.8486
C  0.5555  0.7598  -0.6568
C  1.2856  -0.0821  0.3508
C  2.6289  0.5445  0.6033
H  -1.1531  -2.9756  -0.5323
H  -0.1629  -1.8473  -1.4846
H  -3.1833  0.4612  1.3322
H  -1.9413  1.5305  1.6922
H  -2.7602  1.6868  0.1733
H  -1.1680  1.6253  -1.5089
H  1.1730  1.4270  -1.3211
H  0.8381  -0.1605  1.2840
H  1.4206  -1.1475  0.0789
H  3.1933  0.7188  -0.3320
H  3.2803  0.0434  1.4588
H  2.4786  1.5504  1.0059

As for the SMILES: C=NN(C)/C=C\CC. As for the energy above the lowest of the compared OMol25 structures with the same formula, charge and spin: 80.4 kcal/mol. As for the net charge: 0. The value obtained for the calculated total energy is -9393.3643 eV. The value obtained for the frontier orbital gap is 9.2 eV.



7.
This record from the OMol25 dataset describes a cluster of 2 separate species, C6H12N2 in total in a non-equilibrium geometry. The level of theory is wB97M-V/def2-TZVPD.

CARTESIAN COORDINATES (ANGSTROEM)
C  0.4407  -1.5967  1.9970
C  -0.2099  -0.6891  1.2932
C  -0.9483  0.2463  0.7361
C  -2.3037  0.2080  0.0808
C  -0.5174  1.6866  0.4770
H  0.4351  -1.7638  3.1338
H  1.0270  -2.2986  1.5599
H  -2.9691  0.8937  0.4021
H  -2.1333  0.3314  -0.9093
H  -2.7251  -0.7673  0.0728
H  0.5268  1.9569  0.9440
H  -0.4542  1.8866  -0.5314
H  -1.2822  2.2135  0.9942
H  -0.4422  0.0437  -2.4915
N  0.4879  0.2492  -2.3133
N  0.8794  -0.6117  -1.4919
C  2.2407  -0.5600  -1.1189
H  2.5991  -1.4879  -1.0255
H  2.8591  0.1529  -1.7471
H  2.4898  -0.0939  -0.0619

As for the SMILES: C=C=C(C)C.[H]/N=N/C. As for the energy above the lowest of the compared OMol25 structures with the same formula, charge and spin: 113.6 kcal/mol. As for the net charge: 0. The value obtained for the calculated total energy is -9391.9233 eV. The value obtained for the frontier orbital gap is 9.6 eV.



8.
This record from the OMol25 dataset describes the ion C6H12N2 with charge +2 in a non-equilibrium geometry. The level of theory is wB97M-V/def2-TZVPD.

CARTESIAN COORDINATES (ANGSTROEM)
C  2.8101  0.1064  0.2904
N  1.4134  -0.0190  -0.0206
C  0.8108  -1.1405  -0.1032
C  -0.7472  -1.2366  -0.5390
N  -1.4787  0.0498  -0.4357
C  -2.3094  0.1626  0.7970
C  -0.6042  1.2148  -0.5018
C  0.7026  1.1732  -0.2765
H  2.9538  0.7830  1.1371
H  3.3458  0.5402  -0.5601
H  3.2568  -0.8596  0.5252
H  1.3103  -2.0887  0.0471
H  -0.7203  -1.6108  -1.5678
H  -1.2102  -2.0008  0.0908
H  -2.1380  0.0995  -1.2273
H  -1.6742  0.2380  1.6787
H  -2.9379  1.0522  0.7431
H  -2.9639  -0.7026  0.8993
H  -1.1072  2.1557  -0.6815
H  1.2877  2.0833  -0.2951

As for the SMILES: C[N+]1=CC[N@@H+](C)C=C1. As for the energy above the lowest of the compared OMol25 structures with the same formula, charge and spin: 13.2 kcal/mol. As for the net charge: +2. The value obtained for the calculated total energy is -9377.8182 eV. The value obtained for the frontier orbital gap is 10.0 eV.



9.
This record from the OMol25 dataset describes an isolated molecule of C6H12N2O in a non-equilibrium geometry. The level of theory is wB97M-V/def2-TZVPD.

CARTESIAN COORDINATES (ANGSTROEM)
C  2.4010  -0.5945  -0.6606
O  1.3415  -0.3184  0.2268
C  -0.0991  -0.8761  -0.2482
N  -0.4996  -1.9564  0.5041
C  -0.5625  0.4817  0.1371
C  -0.6033  0.8327  1.6102
C  -0.2391  1.6394  -0.7849
C  -2.3623  0.1630  -0.2875
N  -3.4689  -0.1547  -0.3782
H  2.5786  0.2103  -1.3839
H  2.2396  -1.5072  -1.2481
H  3.3356  -0.7421  -0.1174
H  -0.0597  -1.0388  -1.3329
H  -0.2875  -2.8581  0.1046
H  -1.4065  -1.8912  0.9437
H  0.2971  1.3887  1.8646
H  -0.6632  -0.0494  2.2430
H  -1.4620  1.4685  1.8128
H  0.7640  2.0074  -0.5716
H  -0.9438  2.4463  -0.6017
H  -0.2999  1.3490  -1.8318

As for the SMILES: CO[C@@H](N)C(C)(C)C#N. As for the energy above the lowest of the compared OMol25 structures with the same formula, charge and spin: 67.9 kcal/mol. As for the net charge: 0. The value obtained for the calculated total energy is -11441.7268 eV. The value obtained for the frontier orbital gap is 10.6 eV.



10.
This record from the OMol25 dataset describes an isolated molecule of C6H12N2O in a non-equilibrium geometry. The level of theory is wB97M-V/def2-TZVPD.

CARTESIAN COORDINATES (ANGSTROEM)
C  0.6529  1.1446  -1.2317
C  0.4990  0.3399  0.0480
C  0.7214  1.1885  1.2869
C  1.1127  -1.0132  0.0654
O  2.4002  -1.3602  0.3101
C  0.0150  -1.7686  -0.0926
C  -0.9684  -0.6482  -0.0476
N  -1.8335  -0.5662  -1.1755
N  -1.6849  -0.4223  1.1769
H  -0.1153  1.9179  -1.2973
H  1.6234  1.6463  -1.2555
H  0.5730  0.5060  -2.1101
H  0.5853  0.5878  2.1840
H  1.7209  1.6309  1.2946
H  0.0040  2.0098  1.3176
H  2.9386  -0.5616  0.3573
H  -0.1455  -2.8175  -0.2690
H  -1.4018  -0.8535  -2.0420
H  -2.2720  0.3413  -1.2708
H  -2.6081  -0.0146  1.0642
H  -1.8168  -1.2873  1.6870

As for the SMILES: CC1(C)C(O)=CC1(N)N. As for the energy above the lowest of the compared OMol25 structures with the same formula, charge and spin: 40.6 kcal/mol. As for the net charge: 0. The value obtained for the calculated total energy is -11442.9090 eV. The value obtained for the frontier orbital gap is 9.1 eV.